{
  "formula": "C25H48BrClN7O2",
  "method": "wB97M-V/def2-TZVPD",
  "species": ["C", "C", "C", "Br", "N", "C", "N", "N", "N", "C", "C", "C", "C", "O", "C", "C", "O", "C", "C", "C", "Cl", "H", "H", "H", "H", "H", "H", "H", "H", "H", "H", "H", "H", "H", "H", "H", "H", "H", "H", "H", "H", "H", "H", "H", "H", "H", "H", "H", "C", "C", "C", "C", "N", "H", "H", "H", "H", "H", "H", "H", "C", "C", "C", "C", "N", "H", "H", "H", "H", "H", "H", "H", "C", "C", "C", "C", "N", "H", "H", "H", "H", "H", "H", "H"],
  "positions_angstrom": [[-2.607, -2.647, 4.166], [-1.859, -3.150, 2.917], [-1.117, -2.036, 2.180], [-0.227, -2.899, 0.656], [-2.111, -1.066, 1.727], [-1.873, -0.032, 1.025], [-0.558, 0.247, 0.673], [-0.320, 1.643, 0.819], [-2.867, 0.837, 0.583], [-4.031, 0.110, 0.022], [-5.185, 0.997, -0.431], [-6.395, 0.070, -0.710], [-7.070, -0.354, 0.596], [-7.952, -1.451, 0.378], [-9.198, -1.041, -0.046], [-10.072, -0.193, 0.857], [-9.565, -1.379, -1.083], [-3.202, 1.833, 1.619], [-4.042, 1.306, 2.825], [-5.153, 2.305, 3.151], [-2.950, 1.272, 4.279], [-1.984, -2.079, 4.849], [-3.469, -2.052, 3.848], [-3.040, -3.509, 4.664], [-1.169, -3.950, 3.157], [-2.602, -3.580, 2.243], [-0.393, -1.589, 2.849], [-3.065, -1.259, 2.012], [-0.452, -0.011, -0.309], [0.659, 1.833, 0.997], [-0.657, 2.120, -0.010], [-4.435, -0.674, 0.675], [-3.672, -0.405, -0.871], [-4.955, 1.557, -1.333], [-5.527, 1.712, 0.317], [-7.139, 0.648, -1.256], [-6.064, -0.806, -1.261], [-6.355, -0.695, 1.349], [-7.588, 0.501, 1.037], [-11.097, -0.530, 0.833], [-9.961, 0.837, 0.518], [-9.646, -0.228, 1.860], [-3.726, 2.680, 1.189], [-2.286, 2.243, 2.029], [-4.408, 0.290, 2.708], [-5.478, 2.101, 4.168], [-5.986, 2.257, 2.454], [-4.756, 3.317, 3.181], [3.591, 1.361, -1.811], [4.508, 2.519, -1.441], [4.540, 2.796, 0.063], [3.201, 3.150, 0.555], [2.164, 3.427, 0.929], [2.550, 1.572, -1.551], [3.628, 1.182, -2.887], [3.896, 0.447, -1.301], [4.184, 3.416, -1.975], [5.516, 2.294, -1.777], [5.219, 3.620, 0.283], [4.891, 1.915, 0.602], [9.253, 2.700, -1.605], [9.766, 1.266, -1.517], [8.794, 0.246, -2.120], [7.510, 0.280, -1.407], [6.520, 0.309, -0.854], [8.328, 2.829, -1.038], [9.986, 3.393, -1.194], [9.062, 2.985, -2.642], [9.956, 1.018, -0.470], [10.720, 1.195, -2.041], [9.208, -0.759, -2.048], [8.617, 0.461, -3.174], [4.166, -4.612, -3.270], [3.865, -3.335, -2.493], [4.174, -2.063, -3.290], [5.600, -2.020, -3.639], [6.700, -1.993, -3.908], [5.226, -4.689, -3.515], [3.905, -5.489, -2.677], [3.595, -4.650, -4.200], [4.444, -3.335, -1.566], [2.809, -3.327, -2.212], [3.933, -1.180, -2.702], [3.581, -2.032, -4.206]],
  "e_homo_ev": -12.39,
  "total_charge": 1,
  "e_tot_ha": -4549.0653,
  "lumo_ev": -3.67
}

---

{
  "formula": "C25H48BrO13P",
  "method": "wB97M-V/def2-TZVPD",
  "species": ["C", "C", "O", "C", "C", "O", "C", "O", "O", "C", "Br", "C", "C", "C", "P", "O", "O", "C", "C", "O", "C", "C", "H", "H", "H", "H", "H", "H", "H", "H", "H", "H", "H", "H", "H", "H", "H", "H", "H", "H", "H", "H", "H", "H", "H", "H", "O", "C", "O", "C", "C", "C", "H", "H", "H", "H", "H", "H", "H", "H", "O", "C", "O", "C", "C", "C", "H", "H", "H", "H", "H", "H", "H", "H", "O", "C", "O", "C", "C", "C", "H", "H", "H", "H", "H", "H", "H", "H"],
  "positions_angstrom": [[3.511, -3.099, 0.661], [3.850, -1.738, 0.083], [2.758, -0.809, 0.004], [1.836, -0.945, -1.001], [0.765, -2.006, -0.744], [2.447, -1.238, -2.290], [1.694, -0.652, -3.240], [1.789, -0.815, -4.399], [0.788, 0.204, -2.656], [1.201, 0.416, -1.334], [2.690, 1.784, -1.451], [0.129, 0.959, -0.413], [-1.035, 1.649, -1.134], [-2.375, 1.440, -0.418], [-3.082, -0.165, -0.819], [-2.124, -1.204, -1.240], [-3.891, -0.553, 0.501], [-3.869, -1.905, 0.999], [-4.794, -1.974, 2.190], [-4.170, 0.217, -1.908], [-4.495, -0.680, -3.003], [-5.509, -1.722, -2.588], [4.442, -3.649, 0.805], [2.898, -3.692, -0.015], [3.012, -3.018, 1.626], [4.563, -1.232, 0.734], [4.321, -1.830, -0.899], [-0.170, -1.767, -1.255], [0.575, -2.091, 0.325], [1.132, -2.965, -1.103], [0.605, 1.681, 0.247], [-0.232, 0.146, 0.222], [-1.107, 1.304, -2.166], [-0.844, 2.723, -1.181], [-2.276, 1.538, 0.665], [-3.083, 2.204, -0.744], [-2.843, -2.169, 1.261], [-4.191, -2.592, 0.215], [-4.838, -2.997, 2.566], [-4.445, -1.321, 2.991], [-5.798, -1.659, 1.904], [-3.579, -1.133, -3.385], [-4.912, -0.029, -3.765], [-5.688, -2.397, -3.427], [-5.176, -2.302, -1.726], [-6.460, -1.247, -2.338], [6.040, 6.292, 1.960], [6.014, 5.454, 1.100], [5.775, 4.174, 1.457], [5.605, 3.120, 0.502], [6.925, 2.539, 0.045], [6.300, 5.788, -0.346], [4.993, 3.456, -0.336], [5.022, 2.367, 1.030], [7.532, 3.278, -0.480], [6.749, 1.701, -0.630], [7.495, 2.183, 0.903], [7.382, 5.800, -0.481], [5.923, 6.790, -0.535], [5.868, 5.102, -1.067], [3.797, -5.201, 3.037], [3.782, -5.031, 4.225], [4.097, -6.070, 5.026], [4.232, -5.947, 6.447], [2.900, -6.046, 7.160], [3.366, -3.712, 4.836], [4.767, -5.033, 6.703], [4.873, -6.782, 6.726], [2.234, -5.227, 6.886], [3.050, -6.016, 8.239], [2.406, -6.983, 6.903], [2.277, -3.692, 4.885], [3.692, -2.917, 4.170], [3.761, -3.525, 5.829], [-5.776, 1.595, -4.921], [-5.977, 2.572, -4.249], [-7.253, 2.921, -3.994], [-7.601, 3.988, -3.101], [-7.558, 5.339, -3.781], [-4.840, 3.424, -3.738], [-6.976, 3.957, -2.208], [-8.617, 3.751, -2.790], [-6.552, 5.591, -4.115], [-7.893, 6.115, -3.091], [-8.214, 5.342, -4.652], [-4.547, 4.109, -4.534], [-4.002, 2.762, -3.529], [-5.068, 4.001, -2.847]],
  "e_homo_ev": -10.04,
  "smiles": "CCO[C@]1(C)OC(=O)O[C@@]1(Br)CCCP(=O)(OCC)OCC.CCOC(C)=O.CCOC(C)=O.CCOC(C)=O",
  "total_charge": 0,
  "e_tot_ha": -4874.9947,
  "lumo_ev": 0.40
}

---

{
  "formula": "C25H48CdCl3N4O3SSi",
  "method": "wB97M-V/def2-TZVPD",
  "species": ["C", "C", "H", "H", "H", "C", "C", "H", "H", "H", "H", "Cd", "Cl", "Cl", "H", "H", "C", "C", "N", "H", "C", "O", "H", "H", "H", "H", "H", "H", "C", "C", "N", "H", "C", "O", "H", "H", "H", "H", "O", "C", "C", "C", "H", "C", "H", "C", "H", "C", "C", "H", "H", "H", "Si", "Cl", "C", "C", "C", "H", "H", "H", "H", "H", "H", "H", "H", "H", "C", "C", "N", "C", "S", "N", "C", "C", "H", "H", "H", "H", "H", "H", "H", "H", "H", "H", "H", "H"],
  "positions_angstrom": [[-3.958, 3.123, 1.182], [-3.296, 2.263, 2.204], [-4.924, 3.513, 1.513], [-4.092, 2.555, 0.253], [-3.316, 3.990, 0.954], [-3.823, 1.886, 3.381], [-5.246, 2.152, 3.776], [-3.224, 1.402, 4.151], [-5.952, 1.839, 2.994], [-5.451, 3.215, 3.972], [-5.502, 1.606, 4.704], [1.535, 1.516, -1.184], [3.550, 2.673, -0.603], [-1.399, -0.145, -2.604], [4.059, -2.743, -4.721], [5.552, -1.094, -4.815], [3.209, -2.250, -4.233], [4.754, -0.370, -4.634], [3.700, -0.940, -3.813], [2.863, -2.833, -3.378], [3.128, -0.105, -2.951], [2.081, -0.363, -2.293], [5.152, 0.502, -4.126], [3.674, 0.860, -2.874], [2.404, -2.174, -4.981], [4.415, -0.036, -5.618], [-3.974, -0.373, -0.313], [-4.259, -0.822, 2.443], [-4.081, -1.474, -0.304], [-4.120, -1.883, 2.184], [-3.456, -2.042, 0.891], [-3.576, -1.875, -1.194], [-2.276, -2.744, 0.811], [-1.660, -2.996, -0.220], [-3.471, -2.351, 2.940], [-1.922, -3.048, 1.835], [-5.152, -1.734, -0.321], [-5.107, -2.369, 2.211], [-2.200, 0.727, 0.786], [-1.946, 1.675, 1.695], [-1.443, -0.112, 3.395], [-1.033, 1.104, 2.852], [-2.276, -0.614, 2.893], [-0.755, -0.671, 4.469], [-1.384, 2.549, 1.289], [0.093, 1.770, 3.337], [-1.121, -1.620, 4.861], [0.337, 0.017, 5.004], [0.787, 1.210, 4.415], [0.405, 2.691, 2.832], [0.863, -0.386, 5.873], [1.674, 1.718, 4.794], [-1.420, 1.485, -3.831], [-0.335, 2.832, -1.098], [-2.703, 1.291, -5.258], [0.278, 1.893, -4.570], [-2.373, 3.199, -3.375], [-2.607, 0.332, -5.778], [-2.539, 2.147, -5.967], [-3.735, 1.368, -4.863], [-3.246, 3.076, -2.685], [-2.702, 3.591, -4.374], [-1.666, 3.933, -2.939], [0.953, 2.340, -3.824], [0.087, 2.683, -5.317], [0.779, 1.028, -5.049], [3.381, -4.475, 1.893], [2.987, -3.303, 0.972], [2.095, -2.318, 1.643], [1.953, -1.065, 1.121], [0.459, -0.365, 0.652], [3.046, -0.336, 0.891], [4.418, -0.450, 1.416], [5.321, -0.105, 0.253], [3.651, -4.093, 2.885], [4.261, -5.034, 1.519], [2.550, -5.190, 2.016], [3.853, -2.716, 0.648], [2.478, -3.706, 0.075], [1.225, -2.746, 1.968], [2.862, 0.587, 0.492], [4.551, 0.330, 2.171], [4.650, -1.420, 1.873], [5.062, 0.864, -0.199], [6.345, -0.073, 0.622], [5.257, -0.845, -0.549]],
  "relative_energy_kcal_mol": 40.6,
  "e_homo_ev": -3.14,
  "total_charge": -1,
  "e_tot_ha": -3662.2564,
  "lumo_ev": 1.90
}

---

{
  "formula": "C25H48ClN2O12P",
  "method": "wB97M-V/def2-TZVPD",
  "species": ["C", "C", "C", "C", "C", "C", "C", "P", "N", "Cl", "C", "C", "N", "H", "H", "H", "H", "H", "H", "H", "H", "H", "H", "H", "H", "H", "H", "H", "H", "H", "H", "H", "H", "H", "H", "H", "H", "C", "C", "C", "O", "C", "O", "O", "H", "H", "H", "H", "H", "H", "C", "C", "C", "O", "C", "O", "O", "H", "H", "H", "H", "H", "H", "C", "C", "C", "O", "C", "O", "O", "H", "H", "H", "H", "H", "H", "C", "C", "C", "O", "C", "O", "O", "H", "H", "H", "H", "H", "H"],
  "positions_angstrom": [[-2.338, 1.208, 0.599], [-1.771, -0.206, 0.406], [-1.997, -0.776, -1.003], [-0.747, -0.753, -1.881], [-0.464, 0.637, -2.454], [0.552, 0.678, -3.618], [1.755, 1.603, -3.383], [3.362, 0.876, -2.852], [2.605, -0.564, -2.148], [4.382, 2.686, -3.791], [4.201, 1.345, -1.272], [3.447, 2.457, -0.533], [3.859, 2.567, 0.872], [-3.384, 1.186, 0.899], [-1.762, 1.766, 1.337], [-2.271, 1.769, -0.336], [-0.698, -0.184, 0.615], [-2.221, -0.838, 1.162], [-2.345, -1.806, -0.894], [-2.815, -0.245, -1.498], [-0.939, -1.412, -2.734], [0.108, -1.140, -1.330], [-1.423, 1.008, -2.825], [-0.177, 1.340, -1.667], [0.842, -0.322, -3.923], [0.025, 1.123, -4.464], [1.980, 2.098, -4.323], [1.522, 2.407, -2.684], [4.097, 0.096, -3.739], [3.241, -1.342, -2.041], [2.145, -0.369, -1.268], [5.204, 1.707, -1.499], [4.329, 0.465, -0.646], [2.375, 2.238, -0.573], [3.641, 3.401, -1.041], [4.584, 1.908, 1.100], [3.084, 2.339, 1.474], [-5.906, -5.421, 1.955], [-5.519, -4.035, 1.476], [-4.173, -3.907, 0.806], [-3.840, -2.530, 1.057], [-4.455, -2.180, 2.215], [-4.241, -1.176, 2.818], [-5.336, -3.128, 2.591], [-6.803, -5.777, 1.451], [-5.122, -6.156, 1.769], [-6.096, -5.364, 3.023], [-6.302, -3.607, 0.846], [-4.197, -4.108, -0.263], [-3.413, -4.531, 1.280], [2.008, 5.017, -5.143], [2.379, 5.327, -6.581], [2.367, 6.787, -6.967], [2.141, 6.722, -8.381], [1.440, 5.584, -8.625], [0.928, 5.316, -9.662], [1.408, 4.806, -7.517], [2.850, 4.552, -4.629], [1.745, 5.920, -4.590], [1.162, 4.332, -5.103], [3.340, 4.872, -6.834], [3.299, 7.304, -6.752], [1.533, 7.327, -6.511], [6.317, -3.287, 3.713], [5.662, -2.290, 2.772], [6.577, -1.240, 2.185], [5.657, -0.175, 1.901], [4.635, -0.275, 2.790], [3.804, 0.556, 2.953], [4.706, -1.450, 3.456], [6.247, -4.296, 3.313], [7.376, -3.071, 3.854], [5.829, -3.275, 4.685], [5.117, -2.809, 1.980], [7.086, -1.558, 1.279], [7.308, -0.876, 2.910], [-6.403, -0.626, 6.715], [-5.764, -2.004, 6.680], [-4.544, -2.140, 5.799], [-4.563, -3.543, 5.490], [-5.853, -3.944, 5.528], [-6.242, -4.990, 5.115], [-6.634, -2.986, 6.072], [-6.361, -0.209, 7.720], [-5.888, 0.072, 6.055], [-7.447, -0.678, 6.415], [-5.549, -2.355, 7.692], [-3.614, -1.870, 6.294], [-4.639, -1.583, 4.864]],
  "e_homo_ev": -8.87,
  "smiles": "CCCCCCC[PH](N)(Cl)CCN.C[C@@H]1COC(=O)O1.C[C@@H]1COC(=O)O1.C[C@@H]1COC(=O)O1.C[C@@H]1COC(=O)O1",
  "total_charge": 0,
  "e_tot_ha": -2795.3800,
  "lumo_ev": 0.22
}